Record 1
Computed, not measured: a structure of composition C4H7N3, with ωB97M-V/def2-TZVPD.

The value obtained for the energy relative to the best compared isomer or geometry (same formula, charge and spin) is 101.5 kcal/mol. The max |F| comes out at 0.569 eV Å⁻¹. As for the HOMO-LUMO gap: 9.2589 eV. The HOMO energy comes out at -8.53 eV.

XYZ file:
```
14
C4H7N3 (ωB97M-V/def2-TZVPD)
C -1.1320 0.7038 -0.3342
C -1.1645 -0.5329 0.5442
N 0.1622 -0.6515 1.1375
C 1.2017 -0.2994 0.3300
N 2.4194 -0.6214 0.4997
C 0.7355 0.5326 -0.8342
N 1.1126 1.0146 -1.8915
H -0.2307 0.9668 -1.4826
H -1.1840 1.6295 0.2428
H -1.9313 0.6897 -1.0876
H -1.4274 -1.4195 -0.0513
H -1.9053 -0.4324 1.3433
H 0.3479 -1.3784 1.8139
H 2.9959 -0.2014 -0.2300
```

=====

Record 2
Computed, not measured: a cluster of 2 separate species, C2H7NS2 in total, with ωB97M-V/def2-TZVPD.

The value obtained for the energy relative to the best compared isomer or geometry (same formula, charge and spin) is 47.3 kcal/mol. The max |F| comes out at 4.085 eV Å⁻¹. As for the HOMO-LUMO gap: 8.5267 eV. The SMILES is C=CN.SS. The HOMO energy comes out at -8.21 eV.

XYZ file:
```
12
C2H7NS2 (ωB97M-V/def2-TZVPD)
C 0.6688 -0.8231 1.3814
C 0.8059 -0.9057 0.0085
N 2.0654 -0.6089 -0.5620
H 1.1702 0.0702 1.8750
H -0.2548 -0.7891 1.8462
H 0.0458 -1.1430 -0.7070
H 2.8624 -0.2547 0.0177
H 1.9038 -0.0588 -1.4151
S -1.8434 1.7077 0.0580
S -2.7022 0.1294 -0.8461
H -0.7113 2.0481 -0.7756
H -4.0107 0.6280 -0.8809
```

=====

Record 3
Computed, not measured: the ion C9H7BrN with charge +1, with ωB97M-V/def2-TZVPD.

The max |F| comes out at 0.321 eV Å⁻¹. As for the HOMO-LUMO gap: 8.2827 eV. The SMILES is Brc1ccc2c[nH+]ccc2c1. The HOMO energy comes out at -13.06 eV. As for the charge: +1.

XYZ file:
```
18
C9H7BrN (ωB97M-V/def2-TZVPD)
Br 4.2276 0.6238 0.3816
C 2.4347 0.1267 0.1844
C 2.1381 -1.2433 -0.0579
C 0.8509 -1.6433 -0.2043
C -0.1908 -0.6874 -0.1196
C -1.5237 -1.0478 -0.2699
N -2.4786 -0.1362 -0.1990
C -2.2284 1.1873 0.0302
C -0.9589 1.6047 0.2032
C 0.1136 0.6801 0.1276
C 1.4525 1.0715 0.2862
H 2.9444 -1.9583 -0.1221
H 0.6163 -2.6825 -0.3881
H -1.8087 -2.0725 -0.4585
H -3.4385 -0.4281 -0.3261
H -3.0787 1.8478 0.0680
H -0.7507 2.6490 0.3805
H 1.6789 2.1085 0.4838
```

=====

Record 4
Computed, not measured: an isolated molecule of C7H11NO2, with ωB97M-V/def2-TZVPD.

The value obtained for the energy relative to the best compared isomer or geometry (same formula, charge and spin) is 108.5 kcal/mol. The max |F| comes out at 3.808 eV Å⁻¹. As for the HOMO-LUMO gap (spin up / spin down): 7.7516 / 7.3752 eV. The HOMO energy (spin up / spin down) comes out at -7.00 / -6.61 eV.

XYZ file:
```
21
C7H11NO2 (ωB97M-V/def2-TZVPD)
C -2.5154 -0.0168 -0.0208
C 2.0287 -1.2318 0.3021
C 2.9208 -0.0942 -0.1563
C 0.6397 -1.1566 -0.4403
C 2.2613 1.2182 0.1949
C -0.0126 0.2093 -0.3066
C -3.7353 0.9272 0.1759
N -1.2932 0.6804 0.0466
O -2.6366 -1.2241 -0.3078
O 0.9205 1.1922 0.0198
H 2.3338 -2.3524 -0.0395
H 2.0390 -1.2227 1.3995
H 3.8504 -0.2773 0.2867
H 3.0796 -0.2342 -1.2675
H 0.7718 -1.5219 -1.5547
H 0.0536 -1.8957 0.0569
H 2.6847 2.1299 0.5357
H -3.5237 1.9166 -0.2282
H -4.7095 0.4022 -0.1747
H -3.9387 0.9330 1.2119
H -1.2189 1.6187 0.2663
```

=====

Record 5
Computed, not measured: a structure of composition C3H10NO3, with ωB97M-V/def2-TZVPD.

The value obtained for the energy relative to the best compared isomer or geometry (same formula, charge and spin) is 78.6 kcal/mol. The max |F| comes out at 4.578 eV Å⁻¹. As for the HOMO-LUMO gap: 12.1248 eV. The HOMO energy comes out at -15.21 eV. As for the charge: +1.

XYZ file:
```
17
C3H10NO3 (ωB97M-V/def2-TZVPD)
C 2.4362 -0.0614 -0.0139
C -2.0183 0.6160 0.3332
C 0.4481 -1.1602 -0.4954
N -0.6761 -0.0688 0.4904
O -1.8781 1.8522 0.9137
O -0.3848 -1.4640 -1.4995
O 1.3936 -0.4333 -0.9195
H 3.1614 -0.8721 0.3024
H 2.0331 0.4668 0.8377
H 3.0879 0.6748 -0.5083
H -2.1352 0.5767 -0.7521
H -2.7553 -0.0281 0.8763
H -0.6030 -0.3710 1.4889
H 0.0949 0.5833 0.3119
H 0.6349 -1.9947 0.2576
H -2.5341 2.4839 0.5466
H -0.3051 -0.8002 -2.1701
```

=====

Record 6
Computed, not measured: a structure of composition C34H26Cl2MnN2O6S, with ωB97M-V/def2-TZVPD.

The value obtained for the energy relative to the best compared isomer or geometry (same formula, charge and spin) is 0.0 kcal/mol. The max |F| comes out at 0.971 eV Å⁻¹. As for the HOMO-LUMO gap (spin up / spin down): 5.8389 / 6.0407 eV. The HOMO energy (spin up / spin down) comes out at -4.21 / -4.38 eV. As for the charge: -1. Its spin multiplicity is 5.

XYZ file:
```
72
C34H26Cl2MnN2O6S (ωB97M-V/def2-TZVPD)
Mn 0.1292 -0.5397 -0.8755
O -2.6246 1.4257 -3.0276
C -1.9091 0.5825 -2.4942
O -0.6311 0.5395 -2.5286
C -2.5744 -0.5117 -1.5974
O -3.7972 -0.6449 -1.5631
O -1.7583 -1.1553 -0.8461
Cl 0.6920 -0.9890 2.6158
C 1.8478 0.2906 2.4518
C 2.0118 1.1242 3.5468
C 2.9539 2.1383 3.5028
C 3.7257 2.2977 2.3646
C 3.5353 1.4561 1.2814
Cl 4.5205 1.7476 -0.1223
C 2.5817 0.4265 1.2643
S 2.3802 -0.6338 -0.1193
H 1.4115 0.9558 4.4310
H 3.0923 2.7931 4.3530
H 4.4729 3.0764 2.3004
C 3.8150 -1.9742 -4.5974
C 3.7302 -3.0239 -3.6905
C 2.6865 -3.0922 -2.7844
C 1.6804 -2.1157 -2.7726
C 1.7685 -1.0653 -3.6914
C 2.8298 -0.9972 -4.5816
N 0.6462 -2.1423 -1.8266
C 0.1724 -3.3745 -1.3783
C -0.1752 -3.5681 -0.0383
C -0.7040 -4.7706 0.3995
C -0.8874 -5.8279 -0.4810
C -0.5399 -5.6503 -1.8146
C -0.0251 -4.4456 -2.2610
H 4.6397 -1.9164 -5.2966
H 4.4960 -3.7910 -3.6746
H 2.6466 -3.8997 -2.0652
H 0.9951 -0.3092 -3.6997
H 2.8756 -0.1697 -5.2798
H -0.0183 -2.7669 0.6695
H -0.9658 -4.8829 1.4453
H -1.2942 -6.7703 -0.1369
H -0.6865 -6.4568 -2.5240
H 0.2185 -4.3144 -3.3076
C -1.2604 3.3422 3.5167
O -1.9863 2.7341 2.4680
C -2.3384 1.4388 2.5996
C -2.1776 0.7175 3.7755
C -2.6081 -0.5984 3.8558
C -3.1998 -1.2096 2.7641
C -3.3666 -0.4954 1.5892
C -2.9360 0.8191 1.4939
N -3.2594 1.4948 0.2859
C -2.7520 2.5211 -0.3562
C -1.4484 3.0769 -0.3419
C -1.3215 4.4180 -0.7643
C -0.0955 5.0044 -0.9078
C 1.0512 4.2121 -0.7118
C 0.9621 2.8889 -0.3745
C -0.2913 2.2683 -0.1551
O -0.4090 1.0049 0.1186
H -1.0637 4.3596 3.1873
H -0.3096 2.8269 3.6805
H -1.8385 3.3591 4.4452
H -1.7067 1.1810 4.6307
H -2.4592 -1.1472 4.7768
H -3.5191 -2.2415 2.8106
H -3.7975 -0.9619 0.7107
H -4.0425 1.0621 -0.2018
H -3.4321 2.9287 -1.0944
H -2.2250 4.9829 -0.9642
H -0.0066 6.0379 -1.2132
H 2.0322 4.6452 -0.8724
H 1.8409 2.2743 -0.3015
```

=====

Record 7
Computed, not measured: a cluster of 3 separate species, C40H71Br2ClFN4O8S in total, with ωB97M-V/def2-TZVPD.

The max |F| comes out at 3.279 eV Å⁻¹. As for the HOMO-LUMO gap: 5.3913 eV. The HOMO energy comes out at -10.09 eV. As for the charge: +1.

XYZ file:
```
128
C40H71Br2ClFN4O8S (ωB97M-V/def2-TZVPD)
C 0.0695 0.3807 2.4231
C -0.7217 -0.8685 1.9951
Br 0.3715 -1.6965 0.5788
C -0.6795 -1.8719 3.1875
Br -1.8663 -1.3319 4.6426
C -0.8638 -3.3377 2.8383
C -2.0526 -3.9115 2.3495
C -3.2620 -3.0160 2.1209
C -3.7042 -2.8985 0.6406
O -2.6443 -2.4543 -0.1802
C -2.1417 -3.4650 -1.0431
C -2.5792 -3.2051 -2.5002
O -1.6353 -3.8986 -3.3446
C -0.7101 -2.9608 -3.8264
C -1.0744 -2.2150 -4.9278
C -0.2043 -1.2663 -5.3821
C 1.0292 -1.0339 -4.7867
C 1.9129 0.0704 -5.3887
C 1.8282 -0.1101 -6.9548
C 3.4281 -0.1258 -5.0696
C 1.4054 1.5057 -5.1034
C 1.0478 1.8677 -3.6425
C -0.3585 1.3800 -3.1781
C 0.9951 3.4328 -3.5827
C 2.0854 1.4494 -2.5900
C 1.3559 -1.8058 -3.7059
C 0.4838 -2.7614 -3.2215
C -2.1173 -5.3034 2.0982
S -3.6103 -6.2283 1.5512
C -3.4030 -6.7675 -0.1382
O -4.8127 -5.4926 1.7927
O -3.5762 -7.4143 2.3495
N -1.0782 -6.0697 2.2613
N 0.0084 -5.5071 2.6851
C 1.1840 -6.4548 2.8446
C 2.2186 -6.3092 1.7321
F 0.6971 -7.7230 2.7914
C 0.1985 -4.2305 3.0063
Cl 1.7031 -3.6934 3.6055
H -0.3882 0.9019 3.2658
H 0.1991 1.0229 1.5489
H 1.0744 0.0355 2.6907
H -1.7327 -0.6392 1.6648
H 0.3238 -1.7596 3.5909
H -4.0641 -3.4388 2.7374
H -3.0958 -2.0042 2.4761
H -4.2137 -3.7863 0.2629
H -4.4534 -2.0953 0.6326
H -2.4345 -4.4654 -0.7081
H -1.0504 -3.4645 -1.0745
H -3.5928 -3.5650 -2.6986
H -2.4961 -2.1216 -2.6213
H -2.0226 -2.3461 -5.4373
H -0.5432 -0.6827 -6.2315
H 1.7827 -1.1856 -7.1563
H 0.9580 0.4018 -7.3692
H 2.7409 0.2473 -7.4396
H 3.8981 0.8622 -4.9985
H 3.6106 -0.6547 -4.1359
H 3.9334 -0.6204 -5.9026
H 0.4933 1.6486 -5.7016
H 2.1180 2.2417 -5.4935
H -0.9110 2.1743 -2.6677
H -0.2009 0.6023 -2.4150
H -0.9533 0.9083 -3.9639
H 1.0315 3.7983 -2.5525
H 1.8267 3.8489 -4.1598
H 0.0477 3.7326 -4.0455
H 1.6762 1.6316 -1.5873
H 2.3720 0.3963 -2.6329
H 3.0251 2.0301 -2.6478
H 2.2920 -1.6614 -3.1800
H 0.7702 -3.3344 -2.3439
H -3.7163 -7.8071 -0.2352
H -3.8837 -6.1019 -0.8563
H -2.3240 -6.7586 -0.3461
H 1.6020 -6.3622 3.8491
H 3.0199 -5.6566 2.0898
H 2.6949 -7.2777 1.5728
H 1.8220 -5.9060 0.7983
C 6.3810 3.7351 3.1581
O 6.2243 4.8433 2.2938
C 7.4428 5.3073 1.7187
C 7.4945 5.0097 0.2326
N 7.6331 3.5788 -0.0189
C 7.4160 3.1880 -1.4111
C 6.0436 3.4485 -2.0294
O 4.9929 2.6611 -1.4883
C 4.4303 3.1692 -0.2896
H 5.4370 3.5865 3.6816
H 6.6145 2.8200 2.6029
H 7.1622 3.9191 3.9008
H 8.3146 4.8991 2.2376
H 7.4576 6.3925 1.8510
H 8.3473 5.5337 -0.2082
H 6.5765 5.4124 -0.2137
H 6.9675 3.0803 0.5565
H 7.6040 2.1125 -1.4657
H 8.1782 3.6728 -2.0292
H 6.1091 3.1602 -3.0823
H 5.7713 4.5098 -2.0250
H 4.4404 4.2606 -0.2509
H 4.9486 2.7551 0.5789
H 3.3928 2.8335 -0.2399
C -6.0700 5.5545 4.3404
O -5.8123 4.4045 5.1270
C -6.9248 3.5257 5.2530
C -6.6865 2.2346 4.4939
N -6.7072 2.4542 3.0511
C -6.2170 1.3270 2.2642
C -4.7660 0.8903 2.4611
O -3.7984 1.8192 2.0058
C -3.4824 2.8603 2.9178
H -5.2313 6.2374 4.4666
H -6.1539 5.3056 3.2772
H -6.9809 6.0620 4.6682
H -7.8567 4.0055 4.9417
H -7.0159 3.2857 6.3160
H -7.4668 1.5142 4.7561
H -5.7213 1.8326 4.8293
H -6.1380 3.2620 2.8349
H -6.3391 1.6030 1.2136
H -6.8720 0.4677 2.4430
H -4.6173 -0.0057 1.8461
H -4.5520 0.5859 3.4935
H -3.5487 2.5322 3.9580
H -4.1268 3.7264 2.7565
H -2.4580 3.1782 2.7190
```

=====

Record 8
Computed, not measured: a structure of composition C43H45F2N5ORhSSb, with ωB97M-V/def2-TZVPD.

The value obtained for the energy relative to the best compared isomer or geometry (same formula, charge and spin) is 39.4 kcal/mol. The max |F| comes out at 1.721 eV Å⁻¹. As for the HOMO-LUMO gap: 6.6967 eV. The HOMO energy comes out at -12.54 eV. As for the charge: +2.

XYZ file:
```
99
C43H45F2N5ORhSSb (ωB97M-V/def2-TZVPD)
Rh -0.6198 0.6765 0.8330
F -2.3711 2.5764 5.5561
C -2.2639 2.7947 4.2463
C -1.7922 1.7733 3.4385
C -1.6808 1.9946 2.0765
C -2.0592 3.2145 1.5119
C -2.4682 4.2206 2.3853
F -2.7344 5.4409 1.9173
C -2.5868 4.0364 3.7464
C -2.0476 3.2949 0.0536
C -2.6538 4.2794 -0.7173
C -2.6544 4.1533 -2.0976
C -2.0796 3.0375 -2.6834
C -1.4999 2.0984 -1.8575
N -1.4650 2.2331 -0.5299
H -1.5574 0.8139 3.8927
H -2.9233 4.8359 4.3941
H -3.1352 5.1220 -0.2496
H -3.1209 4.9176 -2.7078
H -2.0873 2.8901 -3.7550
H -1.0630 1.1986 -2.2583
C -2.9765 -5.2432 1.4605
C -3.6881 -3.9961 1.9718
N -2.7395 -2.9426 2.4095
C -2.5919 -2.7279 3.8592
C -1.6112 -3.6889 4.5216
C -2.0643 -2.2615 1.4814
S -0.6411 -1.3515 1.9938
N -2.4132 -2.4390 0.2256
C -2.1276 -1.6294 -0.7770
O -1.6231 -0.4658 -0.6966
C -2.4689 -2.1247 -2.1396
C -3.1300 -3.3390 -2.3116
C -3.4617 -3.7755 -3.5852
C -3.1420 -3.0011 -4.6937
C -2.4697 -1.7961 -4.5281
C -2.1338 -1.3627 -3.2564
H -3.7141 -5.9771 1.1301
H -2.3704 -5.7010 2.2452
H -2.3271 -4.9992 0.6191
H -4.3040 -4.2446 2.8331
H -4.3259 -3.5837 1.1965
H -3.5808 -2.8410 4.2985
H -2.2771 -1.7038 4.0163
H -1.9553 -4.7217 4.4411
H -1.5184 -3.4466 5.5820
H -0.6272 -3.6131 4.0542
H -3.3884 -3.9320 -1.4446
H -3.9858 -4.7148 -3.7148
H -3.4244 -3.3311 -5.6866
H -2.2173 -1.1919 -5.3913
H -1.6034 -0.4296 -3.1235
N 3.8093 1.2899 4.0199
C 2.7244 0.2656 4.2328
C 1.8775 0.0417 2.9894
N 0.9961 1.1506 2.5893
H 4.5267 1.2217 4.7404
H 3.4381 2.2364 4.0611
H 4.2553 1.1757 3.1133
H 2.1128 0.5984 5.0691
H 3.2050 -0.6699 4.5111
H 1.2492 -0.8202 3.2000
H 2.5142 -0.2279 2.1451
H 1.4847 1.9939 2.3102
H 0.3329 1.3923 3.3191
C 6.1566 0.7115 0.5704
C 5.6435 -0.4394 -0.0140
C 4.3154 -0.4827 -0.4306
C 3.4810 0.6220 -0.2625
C 4.0006 1.7725 0.3393
C 5.3330 1.8214 0.7460
Sb 1.4344 0.5508 -0.9336
C 1.4945 2.2143 -2.2622
C 1.2771 2.0694 -3.6311
C 1.2997 3.1871 -4.4579
C 1.5221 4.4499 -3.9231
C 1.7046 4.6028 -2.5536
C 1.6820 3.4887 -1.7241
C 1.6619 -1.0780 -2.2680
C 2.5154 -0.9692 -3.3700
C 2.6197 -2.0239 -4.2655
C 1.8862 -3.1891 -4.0607
C 1.0705 -3.3133 -2.9444
C 0.9579 -2.2582 -2.0472
H 7.1999 0.7577 0.8605
H 6.2882 -1.2957 -0.1775
H 3.9369 -1.3789 -0.9104
H 3.3862 2.6654 0.4327
H 5.7607 2.7546 1.1033
H 1.0908 1.0922 -4.0600
H 1.1409 3.0700 -5.5241
H 1.5409 5.3183 -4.5711
H 1.8582 5.5903 -2.1329
H 1.7957 3.6236 -0.6525
H 3.1064 -0.0729 -3.5234
H 3.2740 -1.9370 -5.1249
H 1.9628 -4.0045 -4.7695
H 0.5161 -4.2285 -2.7712
H 0.3260 -2.3653 -1.1729
```

=====

Record 9
Computed, not measured: an isolated molecule of C4H9N3, with ωB97M-V/def2-TZVPD.

The value obtained for the energy relative to the best compared isomer or geometry (same formula, charge and spin) is 140.4 kcal/mol. The max |F| comes out at 6.081 eV Å⁻¹. As for the HOMO-LUMO gap: 9.4825 eV. The SMILES is [H]/N=C(/C)N/N=C/C. The HOMO energy comes out at -8.97 eV.

XYZ file:
```
16
C4H9N3 (ωB97M-V/def2-TZVPD)
H -0.3089 1.0839 -0.1574
N 0.8242 1.3996 -0.0966
C 1.3634 0.1502 -0.0449
C 2.8706 -0.0012 -0.0943
N 0.5650 -1.0772 0.3204
N -0.6960 -0.8463 -0.2227
C -1.3280 0.1879 0.3493
C -2.7576 0.2017 -0.1824
H 3.0270 -1.0815 -0.6901
H 2.8371 -0.2081 0.9674
H 3.4443 1.0228 -0.2955
H 0.9348 -1.9724 -0.3029
H -1.1703 0.7903 1.3075
H -2.8403 -0.4902 -1.1637
H -3.6869 -0.4723 0.4291
H -3.0784 1.3126 -0.1232
```